Below is a 16-piece molecular cluster, C68H76Cl8F8O6 overall at a distorted geometry, with properties calculated with wB97M-V/def2-TZVPD.

E_HOMO: -8.86 eV
Orbital gap: 8.98 eV
Lowest unoccupied orbital energy: 0.1 eV

Element x y z (Å)
C 22.111434 43.009506 6.434123
Cl 21.184184 41.682146 7.155100
Cl 22.873604 42.421654 4.959820
Cl 20.933541 44.217437 6.030540
Cl 23.431306 43.630489 7.489462
C 28.930451 35.524731 5.363687
Cl 28.613164 34.111001 6.420031
Cl 29.538331 36.876435 6.363023
Cl 30.141389 35.021271 4.132616
Cl 27.447115 35.979033 4.484869
C 25.369747 40.940256 8.691378
C 24.918622 39.967646 7.610224
O 23.721374 39.723748 7.477336
C 25.913107 39.384318 6.574187
H 24.632885 41.542221 9.223142
H 26.058060 41.647311 8.228340
H 25.915598 40.388298 9.456557
H 25.553254 39.506243 5.552551
H 26.078780 38.314491 6.701213
H 26.892671 39.862372 6.570233
C 20.774919 38.564343 8.949911
C 19.421477 38.335124 8.253692
O 18.710361 39.261681 7.836868
C 19.016797 36.908621 7.917116
H 20.965349 38.103472 9.919159
H 20.787157 39.652034 9.019707
H 21.659986 38.396584 8.336218
H 19.787781 36.481848 7.275598
H 18.074641 36.881108 7.369676
H 18.977152 36.297399 8.818752
C 26.155594 35.762573 8.857547
C 25.661680 37.089239 9.424322
O 26.517322 37.961963 9.639163
C 24.196887 37.139167 9.811545
H 25.392049 35.475286 8.134663
H 26.227071 35.016555 9.649030
H 27.136332 35.931660 8.412936
H 23.723410 36.162857 9.707884
H 23.742914 37.927797 9.211493
H 24.035227 37.473173 10.836433
C 18.007661 40.898497 4.966584
C 18.736119 40.625134 3.667065
O 18.150843 40.002982 2.763220
C 20.166103 41.107649 3.436285
H 17.340209 40.045804 5.091133
H 17.321822 41.735443 4.835313
H 18.652916 41.045930 5.832611
H 20.456996 40.706591 2.465400
H 20.827031 40.596531 4.136313
H 20.337280 42.182527 3.494864
C 23.070398 42.819148 12.782597
C 22.358075 42.122269 11.586607
O 21.318820 42.561542 11.099348
C 22.823729 40.806549 10.970195
H 23.968337 43.192130 12.289947
H 23.296529 42.199808 13.650581
H 22.478159 43.675875 13.104085
H 23.864524 40.589208 11.210188
H 22.687516 40.734788 9.891124
H 22.229372 40.005672 11.410009
C 16.465932 34.461202 4.595216
C 16.703548 35.625120 3.650377
O 16.902996 35.386517 2.473244
C 17.050315 37.008823 4.177767
H 15.460313 34.063051 4.730508
H 16.854874 34.639741 5.597693
H 17.001475 33.562537 4.289109
H 18.092893 37.239194 3.958519
H 16.784488 37.094299 5.231396
H 16.474147 37.758377 3.635276
F 20.176734 40.814546 -4.566066
C 20.130564 41.075087 -3.276288
C 20.586254 42.344395 -2.823696
C 20.316125 42.762362 -1.539589
C 19.796444 41.848199 -0.650634
C 19.512066 40.518675 -0.988574
C 19.687283 40.161813 -2.316825
H 21.112239 43.011916 -3.490149
H 20.617241 43.757193 -1.246253
H 19.645237 42.093854 0.390130
H 19.224767 39.786246 -0.248697
H 19.421968 39.159885 -2.620386
F 30.220967 31.327498 9.386630
C 28.920341 30.959767 9.222104
C 27.988539 31.881247 9.625071
C 26.653820 31.685428 9.362189
C 26.292368 30.506573 8.676264
C 27.242064 29.571648 8.263006
C 28.552565 29.756593 8.538914
H 28.412846 32.749521 10.107215
H 25.949111 32.474706 9.578612
H 25.267521 30.351654 8.372790
H 26.863045 28.754373 7.667359
H 29.295523 29.075802 8.150402
F 21.615970 36.626727 -0.666109
C 20.294738 36.739967 -0.752810
C 19.641759 36.417623 -1.979447
C 18.232358 36.428686 -2.026289
C 17.550418 36.724567 -0.859616
C 18.175873 37.166601 0.333187
C 19.566709 37.186541 0.361506
H 20.249370 36.193345 -2.843682
H 17.753090 36.201910 -2.967180
H 16.471110 36.686855 -0.867862
H 17.532896 37.522402 1.124628
H 20.114056 37.586879 1.202078
F 22.804434 30.991457 6.014376
C 21.479277 31.296534 5.732605
C 20.837891 32.323305 6.475776
C 19.508470 32.615963 6.243957
C 18.800856 31.781952 5.376595
C 19.338692 30.700896 4.745515
C 20.723819 30.522204 4.825768
H 21.388034 32.883387 7.217423
H 19.060162 33.467950 6.733385
H 17.721885 31.828696 5.370025
H 18.680447 30.132854 4.104850
H 21.200977 29.690036 4.329574
F 23.574982 34.957495 6.380346
C 22.632731 35.666658 5.792549
C 22.589228 37.057590 5.991507
C 21.762643 37.789020 5.174380
C 20.953409 37.190401 4.172514
C 20.929596 35.837306 4.093417
C 21.795500 35.035267 4.885080
H 23.281009 37.580324 6.635403
H 21.887603 38.861197 5.139394
H 20.342520 37.790970 3.514850
H 20.325376 35.486508 3.269847
H 21.873691 33.967200 4.745399
F 25.709219 41.037038 3.355948
C 24.705768 40.743420 2.552794
C 24.043982 41.673308 1.808478
C 22.976341 41.310457 1.099197
C 22.632444 39.932238 0.947989
C 23.278420 38.979793 1.738811
C 24.369014 39.374630 2.482894
H 24.448823 42.668793 1.701149
H 22.530306 42.008788 0.406527
H 21.902279 39.640430 0.207652
H 22.950490 37.955866 1.636726
H 24.969384 38.663766 3.031176
F 21.207118 30.488034 1.205883
C 20.194420 31.321306 0.924615
C 18.927885 30.749232 0.696128
C 17.914734 31.609721 0.528730
C 18.022815 33.018351 0.743162
C 19.308156 33.569997 0.894921
C 20.411796 32.699551 1.065060
H 18.911690 29.669555 0.675232
H 16.948187 31.202569 0.271001
H 17.194819 33.687093 0.559840
H 19.420252 34.638013 1.009712
H 21.373750 33.047000 1.411931
F 28.518373 30.868068 2.922802
C 27.354863 31.488306 3.230187
C 26.781330 31.222785 4.440641
C 25.541848 31.840230 4.811878
C 24.923779 32.703261 3.936832
C 25.561939 33.096884 2.776990
C 26.774171 32.453975 2.347069
H 27.302731 30.511191 5.063692
H 25.066467 31.693648 5.770486
H 24.008743 33.203345 4.217954
H 25.141096 33.792224 2.065793
H 27.366330 32.656634 1.466908

Atomic forces in eV per Å
0.3 -0.6 0.1
0.4 0.0 0.4
0.3 -0.1 -0.2
-0.1 0.9 -0.1
-0.8 -0.2 -0.2
0.2 -0.5 -0.2
0.0 0.5 -0.3
-0.3 -0.5 -0.5
-0.3 0.4 0.6
0.3 0.0 0.5
0.9 -0.1 -0.2
-1.3 0.4 -0.7
1.0 -0.2 0.3
0.2 0.4 0.3
-0.5 -0.5 -0.6
0.3 0.0 0.0
0.3 -0.1 -0.1
-0.5 0.1 0.2
-0.1 0.0 0.3
0.0 0.0 0.4
-0.5 1.5 -0.5
-0.8 0.3 -1.4
1.7 -1.4 1.2
0.2 0.2 0.2
-0.5 -0.1 -0.1
0.1 0.1 0.7
-0.3 -0.6 -0.5
0.2 -0.1 -0.1
0.0 0.1 0.2
-0.1 -0.1 0.0
-0.6 1.0 -0.3
2.5 0.0 1.3
-2.3 -0.8 -0.4
0.3 0.6 0.1
0.3 -0.6 -0.2
-0.1 0.0 0.0
-0.1 -0.2 -0.1
-0.1 0.2 -0.3
-0.3 -0.2 -0.3
0.4 0.0 0.1
-0.1 -0.5 -0.4
-0.8 -0.3 -1.5
1.1 0.9 1.5
-0.4 -1.1 -0.3
0.1 -0.1 0.4
0.2 0.3 0.0
-0.1 0.0 -0.1
0.0 0.4 -0.1
0.0 0.2 0.4
-0.2 -0.1 0.1
-0.6 -0.2 -1.5
-2.2 -0.1 -0.4
1.4 0.2 0.9
0.9 0.0 0.8
0.4 0.1 0.5
0.1 -0.2 -0.4
-0.1 -0.1 -0.1
0.1 -0.1 0.0
-0.1 0.4 0.1
-0.1 0.0 0.2
0.1 -0.7 0.8
1.6 -0.6 -0.7
-0.7 0.2 0.3
-1.1 -0.2 0.1
-0.4 0.7 -0.2
-0.1 0.4 0.1
0.2 0.3 -0.7
0.0 -0.2 0.3
0.4 0.2 0.0
-0.1 0.0 -0.1
0.2 -0.6 -0.8
0.6 1.7 2.8
-0.6 -0.8 -1.2
0.5 -0.5 -0.1
-0.5 -0.9 1.4
0.8 1.4 -0.7
-0.4 -0.5 -1.1
-0.2 0.0 -0.3
-0.1 0.0 0.2
0.0 0.4 0.1
-0.2 0.1 0.0
0.0 -0.1 -0.2
-0.4 -0.7 0.0
-0.1 -1.2 -1.0
0.9 0.2 0.3
-0.4 -1.2 -0.9
-0.2 1.0 0.2
-1.8 0.4 0.1
2.1 1.6 0.7
-0.3 0.3 0.1
-0.2 -0.2 0.1
-0.2 0.0 0.1
0.3 -0.3 0.0
0.2 0.0 0.2
0.7 0.2 0.0
-2.4 -0.1 -1.1
0.3 0.4 1.5
1.7 0.0 0.6
-0.5 0.5 0.7
0.0 -0.4 -1.8
0.2 -0.1 -0.4
0.0 -0.1 0.0
-0.2 -0.1 0.1
-0.1 0.1 0.0
0.4 -0.1 0.2
0.1 -0.1 0.2
-1.6 0.4 -0.5
-1.2 0.0 0.4
1.1 -0.6 -0.6
0.4 -0.7 -0.5
-1.4 0.4 1.3
1.3 0.6 -0.6
0.9 -0.3 0.9
0.2 0.0 -0.1
-0.2 -0.1 0.1
-0.1 0.5 -0.2
0.3 -0.4 0.0
0.1 0.0 -0.2
0.8 -0.8 1.0
-1.3 1.1 -1.2
0.2 -0.7 -0.4
-0.3 0.3 -1.3
0.6 1.1 1.7
0.6 -1.0 -0.2
-0.3 0.7 -0.4
0.0 -0.1 0.2
-0.2 0.2 0.4
0.0 0.2 0.0
-0.1 -0.9 0.2
-0.1 0.0 0.0
1.1 0.8 0.5
-0.7 -3.0 -0.2
1.8 1.7 1.2
-1.8 -2.6 -2.8
0.2 1.2 0.9
-0.4 0.6 -1.3
0.1 1.0 0.7
-0.1 0.3 0.4
-0.2 0.2 0.1
-0.3 0.0 0.2
0.3 -0.2 0.2
0.0 0.0 0.2
0.4 -0.3 -0.1
-0.7 1.0 0.9
3.2 -0.1 0.2
-2.3 2.0 0.3
1.5 -0.7 -1.5
-0.5 -1.3 0.8
-1.0 -0.7 -0.2
-0.5 0.0 -0.2
-0.3 0.1 0.1
-0.1 -0.2 0.3
0.0 0.0 0.0
0.2 0.1 -0.3
-0.4 0.3 -0.2
-1.0 1.6 -1.0
-1.3 0.1 0.9
1.4 -0.7 -0.5
0.2 0.8 0.2
2.0 -1.4 -1.9
-0.1 -0.7 2.1
-0.1 0.0 0.4
0.3 -0.4 0.1
-0.1 -0.1 0.1
-0.2 0.2 0.2
-0.4 0.4 -0.3